No. 1
A 2-piece molecular cluster, C3H8O overall in a non-equilibrium geometry, computed with ωB97M-V with the def2-TZVPD basis set.

```
12
C3H8O, DFT ωB97M-V with the def2-TZVPD basis set
H -0.749 -0.075 -1.208
C 1.300 -0.527 -0.515
H -0.551 1.897 -0.340
H -1.180 1.824 0.061
H 1.450 -1.403 -1.152
O -1.951 0.469 1.064
H 1.798 0.313 -1.027
C -0.200 -0.346 -0.302
H -0.175 -0.212 1.828
C -0.819 0.037 0.965
H 1.821 -0.681 0.434
H -0.745 -1.296 0.191
```

Its total energy is -5285.390 eV. As for the HOMO energy: -9.781 eV. The LUMO energy comes out at 0.0350 Eh. The total charge is 0. As for the structure (SMILES): [H][H].CCC=O.

No. 2
C11H9BrCl3N2O6Rh as an isolated structure in a non-equilibrium geometry, computed with ωB97M-V with the def2-TZVPD basis set.

```
33
C11H9BrCl3N2O6Rh, DFT ωB97M-V with the def2-TZVPD basis set
C -3.920 0.191 -0.525
H -2.955 2.004 -0.655
O -4.659 -0.878 -2.513
C -0.196 3.689 2.051
H -3.941 -0.614 0.213
C 0.128 -2.332 -0.455
C -0.353 2.599 0.882
C -3.659 -0.471 -1.900
C 4.042 -1.684 0.917
C 1.939 -0.436 -1.951
C 3.612 -0.935 -0.163
C 3.222 -2.651 1.457
Cl 0.188 5.311 1.503
C 1.537 -2.119 -0.016
H 3.566 -3.282 2.269
H -0.308 -3.191 0.052
H -4.906 0.665 -0.546
H 0.050 -2.447 -1.536
H -0.433 -1.413 -0.196
O -2.448 -0.559 -2.226
Br 5.791 -1.427 1.643
O -0.220 1.432 1.260
Cl 0.787 3.178 3.409
H 4.258 -0.211 -0.641
N -2.846 1.121 -0.165
N 1.992 -2.862 0.998
O -0.593 3.064 -0.230
C 2.337 -1.152 -0.652
Rh -0.940 0.632 -0.955
Cl -1.920 3.775 2.683
O 2.674 -0.708 -2.912
O 0.980 0.374 -1.926
H -2.809 1.337 0.825
```

Its total energy is -137438.434 eV. As for the HOMO energy (alpha / beta): -0.731 / -0.624 eV. The LUMO energy (alpha / beta) comes out at 0.1492 / 0.1492 Eh. The total charge is -2.

What are the energy above the lowest of the compared OMol25 structures with the same formula, charge and spin values for these records? In order: 266.3, 0.0 kJ/mol.